{
  "formula": "C35H35CrN8O2PS",
  "method": "ωB97M-V/def2-TZVPD",
  "e_tot_ev": -101422.8790,
  "fmax_ha_per_bohr": 0.0532,
  "spin_multiplicity": 5,
  "homo_lumo_gap_ev": [5.88, 7.55],
  "e_above_lowest_kj_mol": 20.8,
  "symbols": ["Cr", "S", "P", "O", "O", "N", "N", "N", "N", "N", "N", "N", "N", "C", "C", "C", "C", "C", "C", "C", "C", "C", "C", "C", "C", "C", "C", "C", "C", "C", "C", "C", "C", "C", "C", "C", "C", "C", "C", "C", "C", "C", "C", "C", "C", "C", "C", "C", "H", "H", "H", "H", "H", "H", "H", "H", "H", "H", "H", "H", "H", "H", "H", "H", "H", "H", "H", "H", "H", "H", "H", "H", "H", "H", "H", "H", "H", "H", "H", "H", "H", "H", "H"],
  "positions_angstrom": [[-14.9897, -13.6054, -10.2429], [-14.2920, -15.7075, -11.4696], [-17.2167, -13.7882, -11.9174], [-14.6628, -10.0347, -10.6168], [-16.8575, -12.9839, -7.7967], [-15.7395, -11.6526, -9.3190], [-6.8082, -14.4577, -4.8051], [-14.9452, -12.4322, -12.6034], [-17.0953, -10.8029, -7.5325], [-13.9117, -12.2948, -11.6495], [-16.4853, -15.0226, -9.3266], [-12.3290, -16.4480, -9.6751], [-14.1693, -17.6134, -9.5175], [-18.3149, -14.8611, -10.9373], [-16.7420, -9.5222, -7.8159], [-8.8015, -13.8469, -7.6102], [-11.2100, -13.6292, -7.7718], [-17.9247, -11.4694, -13.1840], [-16.6969, -14.8210, -15.8465], [-15.4230, -10.3270, -9.6606], [-13.5388, -16.6169, -10.2024], [-17.1645, -14.7501, -13.4392], [-19.9589, -16.4383, -9.2495], [-13.2680, -18.2902, -8.5666], [-15.9681, -9.2366, -8.8959], [-13.3907, -13.6293, -9.2137], [-7.7262, -14.1981, -5.4647], [-18.0864, -11.0752, -6.4922], [-18.2232, -12.3575, -12.1436], [-12.3793, -13.6031, -8.5247], [-17.4998, -16.1418, -13.4770], [-19.3019, -9.8005, -12.1846], [-18.5275, -10.2140, -13.2681], [-9.9505, -13.7253, -8.3783], [-19.5977, -10.6733, -11.1537], [-10.1229, -13.6726, -5.6043], [-8.8722, -13.8589, -6.2107], [-11.2693, -13.5767, -6.3582], [-11.9780, -17.4909, -8.7042], [-20.4719, -15.9154, -10.4614], [-18.6081, -16.2049, -8.9240], [-16.8038, -14.1336, -14.6547], [-17.0081, -16.1899, -15.8411], [-19.1118, -11.9530, -11.1118], [-16.5315, -11.8560, -8.2434], [-17.3767, -16.8346, -14.6739], [-17.8218, -15.4136, -9.7619], [-19.6411, -15.1853, -11.2923], [-17.7574, -11.9537, -5.8982], [-17.5725, -17.9065, -14.7132], [-7.8516, -14.0146, -8.1331], [-19.3763, -12.6604, -10.3145], [-11.6916, -17.0398, -7.7387], [-9.8897, -13.7132, -9.4786], [-11.0772, -18.0403, -9.0472], [-15.6182, -8.2547, -9.1594], [-14.9743, -18.1108, -9.8992], [-16.5767, -13.0571, -14.6599], [-10.2099, -13.5360, -4.5252], [-20.0448, -14.9180, -12.2453], [-18.2363, -10.1955, -5.8928], [-21.5290, -16.0309, -10.7206], [-16.4069, -14.3032, -16.7438], [-19.6900, -8.7819, -12.1619], [-13.0126, -12.7041, -11.9181], [-11.7503, -15.6500, -9.8676], [-17.2099, -11.7650, -13.9328], [-15.2144, -11.5328, -12.9871], [-20.2208, -10.3211, -10.3353], [-18.1469, -16.5730, -7.9895], [-17.0253, -16.7167, -16.7866], [-20.5917, -16.9881, -8.5543], [-13.9183, -11.3055, -11.2739], [-13.6458, -18.2846, -7.5182], [-17.0444, -8.7791, -7.0785], [-15.8995, -15.8333, -9.1398], [-13.1266, -19.3721, -8.7998], [-19.0447, -11.2361, -6.9660], [-14.6108, -12.9928, -13.3977], [-16.5734, -14.4234, -8.4826], [-12.2431, -13.5415, -5.8782], [-18.3734, -9.5634, -14.1153], [-17.8162, -16.6554, -12.5899]]
}